No. 1
C28H35IrO5SSb2 | ωB97M-V/def2-TZVPD

Summary:
LUMO (alpha / beta) (eV): -7.9073 / -8.9848
Total energy (eV): -66564.001
Multiplicity: 2
HOMO level (alpha / beta) (eV): -15.9481 / -15.9467
Gap between HOMO and LUMO (alpha / beta) (eV): 8.0 / 7.0
⟨S²⟩: 0.7569
Net charge: +3

Atoms and positions in Å:
Ir1 -0.279 -0.561 -0.997
O1 1.389 -4.043 -2.171
C1 0.723 -2.958 -1.984
O2 1.120 -2.035 -1.260
C2 -0.612 -2.928 -2.718
O3 -1.157 -1.600 -2.556
C3 -2.570 -1.368 -2.658
C4 -2.876 -0.052 -1.951
O4 -4.058 0.403 -2.187
O5 -2.075 0.526 -1.201
H1 2.200 -4.077 -1.608
H2 -1.274 -3.671 -2.267
H3 -0.469 -3.152 -3.775
H4 -3.131 -2.164 -2.160
H5 -2.872 -1.308 -3.704
C5 -7.512 1.001 -1.766
C6 -6.626 2.127 -2.298
Sb1 -4.733 2.149 -1.370
C7 -4.771 1.727 0.706
C8 -4.877 0.233 1.008
C9 -3.381 3.634 -2.034
C10 -3.962 5.017 -1.725
H6 -8.476 1.048 -2.271
H7 -7.703 1.101 -0.697
H8 -7.086 0.017 -1.963
H9 -7.051 3.115 -2.104
H10 -6.434 2.053 -3.369
H11 -5.638 2.278 1.076
H12 -3.874 2.178 1.130
H13 -5.748 -0.227 0.543
H14 -4.978 0.108 2.086
H15 -3.981 -0.305 0.703
H16 -3.246 3.469 -3.104
H17 -2.439 3.441 -1.522
H18 -4.901 5.197 -2.247
H19 -3.255 5.773 -2.064
H20 -4.115 5.175 -0.656
S1 0.522 0.488 0.779
Sb2 2.732 -0.277 1.334
C11 2.984 -2.327 0.985
C12 3.968 -2.721 0.085
C13 4.119 -4.074 -0.210
C14 3.290 -5.014 0.397
C15 2.310 -4.610 1.301
C16 2.155 -3.264 1.599
C17 2.970 0.122 3.357
C18 2.753 1.415 3.830
C19 2.960 1.680 5.174
C20 3.381 0.665 6.026
C21 3.600 -0.618 5.546
C22 3.395 -0.900 4.202
C23 4.097 0.755 0.150
C24 5.362 0.980 0.689
C25 6.322 1.610 -0.090
C26 6.012 2.010 -1.383
C27 4.745 1.789 -1.908
C28 3.776 1.158 -1.142
H21 4.614 -1.992 -0.388
H22 4.900 -4.395 -0.888
H23 3.421 -6.066 0.181
H24 1.683 -5.347 1.784
H25 1.392 -2.956 2.305
H26 2.438 2.213 3.168
H27 2.801 2.678 5.557
H28 3.545 0.880 7.074
H29 3.935 -1.400 6.213
H30 3.578 -1.900 3.828
H31 5.604 0.685 1.704
H32 7.307 1.793 0.316
H33 6.763 2.505 -1.984
H34 4.512 2.114 -2.913
H35 2.782 0.995 -1.545

No. 2
C28H35N2OS2W | ωB97M-V/def2-TZVPD

Summary:
LUMO (alpha / beta) (eV): -11.9374 / -11.9387
Total energy (eV): -58100.121
HOMO level (alpha / beta) (eV): -17.0933 / -17.0864
Gap between HOMO and LUMO (alpha / beta) (eV): 5.2 / 5.1
Net charge: +3

Atoms and positions in Å:
W1 -0.899 0.500 -0.102
C1 -3.389 2.453 -1.256
N1 -2.456 2.094 -0.130
C2 -1.820 3.334 0.380
C3 -0.603 3.584 -0.502
N2 0.028 2.257 -0.987
C4 -0.047 2.235 -2.495
C5 1.416 2.178 -0.487
C6 2.504 2.582 -1.241
C7 3.770 2.506 -0.673
C8 3.947 2.021 0.618
C9 2.860 1.611 1.369
C10 1.579 1.702 0.824
S1 0.161 1.258 1.788
C11 -3.050 1.205 0.834
C12 -3.451 1.604 2.136
C13 -4.206 0.746 2.894
C14 -4.593 -0.513 2.391
C15 -4.180 -0.942 1.155
C16 -3.405 -0.090 0.346
S2 -2.640 -0.673 -1.116
H1 -4.223 3.016 -0.835
H2 -3.752 1.559 -1.754
H3 -2.857 3.076 -1.969
H4 -1.518 3.187 1.413
H5 -2.528 4.165 0.340
H6 0.166 4.141 0.030
H7 -0.866 4.143 -1.397
H8 0.222 3.213 -2.891
H9 -1.069 1.999 -2.795
H10 0.630 1.483 -2.879
H11 2.389 2.963 -2.245
H12 4.627 2.840 -1.243
H13 4.940 1.972 1.041
H14 2.990 1.240 2.378
H15 -3.219 2.592 2.503
H16 -4.543 1.048 3.876
H17 -5.222 -1.148 3.000
H18 -4.448 -1.921 0.782
C17 0.158 -3.723 2.827
C18 0.231 -2.290 2.254
C19 -1.155 -1.968 1.718
C20 1.376 -2.201 1.251
C21 2.604 -2.723 1.641
C22 3.643 -2.903 0.739
C23 3.460 -2.645 -0.612
C24 2.294 -2.063 -1.076
C25 2.052 -2.018 -2.566
C26 1.568 -0.693 -3.125
C27 1.093 -3.153 -2.943
C28 1.327 -1.713 -0.090
O1 0.394 -0.781 -0.407
H19 -0.650 -3.780 3.554
H20 1.068 -4.019 3.337
H21 -0.040 -4.443 2.034
H22 0.463 -1.613 3.084
H23 -1.352 -2.433 0.749
H24 -1.298 -0.859 1.688
H25 -1.938 -2.286 2.407
H26 2.753 -3.034 2.664
H27 4.578 -3.327 1.080
H28 4.235 -2.922 -1.314
H29 3.021 -2.233 -3.022
H30 0.501 -0.552 -2.918
H31 1.684 -0.682 -4.209
H32 2.144 0.140 -2.715
H33 0.108 -2.995 -2.493
H34 1.466 -4.121 -2.614
H35 0.966 -3.188 -4.024

No. 3
C28H35N5NiP2S | ωB97M-V/def2-TZVPD

Summary:
LUMO (alpha / beta) (eV): -0.6139 / -1.2080
Total energy (eV): -107505.258
Multiplicity: 3
HOMO level (alpha / beta) (eV): -6.4294 / -8.1448
Energy relative to the best compared isomer or geometry (same formula, charge and spin) (kcal per mole): 0.00
Gap between HOMO and LUMO (alpha / beta) (eV): 5.8 / 6.9
⟨S²⟩: 2.0176
Net charge: 0

Atoms and positions in Å:
Ni1 -0.052 -0.161 -0.013
C1 -0.307 0.885 -1.902
C2 -1.057 1.492 -0.911
C3 -2.545 1.317 -0.714
C4 -2.917 0.198 0.288
C5 -1.966 -0.956 0.274
C6 -1.386 -1.502 -0.864
C7 -1.772 -1.147 -2.277
C8 -0.847 -0.085 -2.908
C9 0.547 -1.386 1.349
H1 0.650 1.338 -2.188
H2 -0.647 2.396 -0.436
H3 -3.061 1.143 -1.672
H4 -2.941 2.266 -0.316
H5 -2.898 0.618 1.305
H6 -3.952 -0.134 0.119
H7 -1.951 -1.534 1.200
H8 -0.788 -2.415 -0.757
H9 -2.816 -0.815 -2.321
H10 -1.711 -2.057 -2.888
H11 0.007 -0.594 -3.376
H12 -1.363 0.431 -3.732
H13 1.580 -1.708 1.172
H14 -0.102 -2.270 1.424
H15 0.502 -0.809 2.284
P1 -8.564 0.203 1.575
P2 -7.781 3.021 0.632
N1 -8.702 -1.358 0.809
N2 -9.578 -0.259 2.952
N3 -7.551 3.034 -1.111
N4 -7.882 4.760 0.768
C10 -9.828 1.104 0.560
C11 -9.600 2.629 0.654
C12 -7.611 -1.998 0.201
C13 -8.079 -3.097 -0.500
C14 -9.505 -3.141 -0.332
C15 -9.862 -2.061 0.465
C16 -9.060 -0.305 4.258
C17 -10.109 -0.478 5.150
C18 -11.320 -0.539 4.382
C19 -10.962 -0.410 3.045
C20 -6.361 2.577 -1.700
C21 -6.535 2.525 -3.078
C22 -7.877 2.945 -3.356
C23 -8.472 3.251 -2.137
C24 -8.551 5.692 -0.037
C25 -8.578 6.913 0.625
C26 -7.925 6.726 1.893
C27 -7.516 5.408 1.961
H16 -10.852 0.866 0.882
H17 -9.719 0.756 -0.482
H18 -10.147 3.153 -0.144
H19 -9.969 3.024 1.618
H20 -6.618 -1.598 0.342
H21 -7.485 -3.775 -1.095
H22 -10.184 -3.859 -0.767
H23 -10.829 -1.744 0.822
H24 -7.994 -0.210 4.413
H25 -10.031 -0.553 6.227
H26 -12.326 -0.658 4.762
H27 -11.587 -0.419 2.162
H28 -5.511 2.344 -1.077
H29 -5.793 2.225 -3.805
H30 -8.345 3.015 -4.327
H31 -9.466 3.617 -1.931
H32 -8.924 5.422 -1.012
H33 -9.031 7.824 0.263
H34 -7.804 7.474 2.665
H35 -6.995 4.852 2.726
S1 1.727 0.912 0.340
C28 2.937 -0.081 -0.268
N5 3.846 -0.745 -0.628

No. 4
C28H35N5OP2Tc | ωB97M-V/def2-TZVPD

Summary:
LUMO (alpha / beta) (eV): -7.6271 / -9.5530
Total energy (eV): -59856.445
Multiplicity: 4
HOMO level (alpha / beta) (eV): -12.4641 / -12.4642
Energy relative to the best compared isomer or geometry (same formula, charge and spin) (kcal per mole): 119.20
Gap between HOMO and LUMO (alpha / beta) (eV): 4.8 / 2.9
⟨S²⟩: 3.8068
Net charge: +2

Atoms and positions in Å:
Tc1 0.172 -0.737 3.677
C1 -1.159 1.011 4.182
C2 -1.503 0.423 2.948
C3 -1.107 1.144 1.681
C4 0.356 1.008 1.272
C5 1.272 0.269 2.212
C6 1.619 0.814 3.481
C7 1.141 2.184 3.900
C8 -0.366 2.296 4.230
C9 1.638 -2.218 3.694
H1 -1.792 0.830 5.056
H2 -2.439 -0.136 2.873
H3 -1.368 2.211 1.709
H4 -1.755 0.749 0.870
H5 0.356 0.429 0.325
H6 0.759 1.993 0.987
H7 2.025 -0.363 1.729
H8 2.608 0.555 3.881
H9 1.395 2.960 3.161
H10 1.699 2.455 4.808
H11 -0.451 2.709 5.247
H12 -0.833 3.037 3.561
H13 1.735 -2.661 4.697
H14 2.626 -1.868 3.365
H15 1.371 -3.047 3.015
P1 1.494 -0.888 -0.939
P2 -2.375 0.053 -1.061
N1 2.858 0.130 -1.292
N2 2.075 -2.214 -1.906
N3 -2.469 1.593 -1.864
N4 -3.834 -0.669 -1.757
C10 0.307 -0.104 -2.104
C11 -1.102 -0.775 -2.087
C12 3.966 0.154 -0.435
C13 4.938 0.955 -1.003
C14 4.429 1.444 -2.252
C15 3.152 0.912 -2.412
C16 2.350 -3.490 -1.404
C17 2.729 -4.305 -2.459
C18 2.706 -3.503 -3.652
C19 2.327 -2.216 -3.281
C20 -2.932 2.764 -1.226
C21 -2.715 3.844 -2.072
C22 -2.054 3.344 -3.246
C23 -1.968 1.965 -3.119
C24 -4.651 -0.249 -2.822
C25 -5.496 -1.298 -3.174
C26 -5.200 -2.402 -2.305
C27 -4.190 -1.992 -1.443
H16 0.699 -0.151 -3.133
H17 0.264 0.969 -1.835
H18 -1.494 -0.892 -3.116
H19 -1.077 -1.797 -1.663
H20 3.913 -0.371 0.511
H21 5.914 1.143 -0.570
H22 4.947 2.088 -2.947
H23 2.428 1.066 -3.196
H24 2.212 -3.663 -0.343
H25 2.986 -5.350 -2.385
H26 2.920 -3.833 -4.655
H27 2.175 -1.321 -3.868
H28 -3.336 2.705 -0.223
H29 -3.016 4.869 -1.894
H30 -1.675 3.927 -4.073
H31 -1.567 1.225 -3.800
H32 -4.564 0.753 -3.217
H33 -6.240 -1.278 -3.957
H34 -5.666 -3.378 -2.315
H35 -3.681 -2.509 -0.641
O1 0.869 -1.364 7.797
C28 0.510 -1.100 6.694
N5 0.138 -0.838 5.584